(1)
110
Properties=species:S:1:pos:R:3:forces:R:3:lowdin_charge:R:1 method="wB97M-V/def2-TZVPD" homo_lumo_gap_ev=1.6 lumo_energy_ev=-2.63 max_force_ev_per_a=7.1 relative_energy_kj_mol=1410.5
Rb 7.349 -3.036 -0.048 -0.264 0.136 0.064 0.6899
Rb 4.219 -4.279 -6.059 -0.178 0.135 0.089 0.6745
C -0.037 0.643 1.359 6.840 -1.633 -0.759 0.0246
C -1.108 0.952 0.632 -5.892 0.977 1.983 -0.3965
C -1.217 0.778 -0.864 -4.463 1.421 -1.423 -0.3795
O -2.312 1.001 -1.523 2.343 -0.337 2.222 -0.0390
C -0.139 0.297 -1.519 3.798 -1.023 -0.146 0.0028
C 1.122 0.019 -0.863 0.111 -1.618 -1.630 -0.3323
C 1.262 0.291 0.660 -1.915 0.210 0.543 -0.3430
O 2.345 0.094 1.198 0.023 0.081 0.220 -0.0100
O 2.033 -0.633 -1.474 -1.012 1.310 1.139 -0.0797
O -2.149 1.236 1.350 1.045 -0.037 -2.183 -0.0471
H 0.020 0.622 2.438 -0.398 0.255 -0.008 0.1041
H -0.202 0.032 -2.564 -0.072 0.083 -0.095 0.1043
C -8.875 2.357 -5.974 0.394 0.276 0.781 -0.0290
O -9.328 3.639 -6.458 0.300 0.071 -0.007 -0.0007
C -9.947 4.475 -5.615 -0.543 -0.181 1.293 -0.6175
O -10.414 4.232 -4.531 0.300 -0.569 -0.054 0.1289
O -10.001 5.673 -6.157 0.602 1.508 -1.528 0.0163
C -10.515 6.822 -5.501 -1.289 0.381 1.774 -0.0561
H -9.680 1.622 -5.978 0.165 0.071 -0.208 0.0971
H -8.443 2.416 -4.976 -0.600 0.350 0.335 0.0956
H -7.982 2.071 -6.530 -0.574 0.004 -0.748 0.0913
H -10.179 7.048 -4.489 1.314 -0.596 -0.054 0.0919
H -11.560 6.759 -5.200 -0.489 -0.624 -0.891 0.0893
H -10.413 7.760 -6.048 0.420 -0.691 -0.686 0.0927
C 0.856 1.844 13.772 2.068 -0.593 -0.885 -0.0589
O 0.088 2.244 12.640 -0.130 -0.898 -0.552 -0.0202
C 0.027 1.396 11.558 2.070 -4.264 2.182 -0.4939
O 0.705 0.301 11.410 -2.704 5.396 0.279 0.0411
O -1.035 1.790 10.900 0.197 0.553 0.905 -0.0086
C -1.029 1.808 9.510 0.004 -1.315 -0.934 -0.0409
H 0.447 1.056 14.404 -0.720 0.447 -0.040 0.0985
H 1.240 2.719 14.295 -0.825 0.078 0.127 0.0933
H 1.767 1.396 13.375 0.157 -0.211 -0.005 0.0823
H -0.494 2.698 9.177 -0.512 0.048 -0.344 0.1070
H -2.082 1.685 9.258 0.210 0.692 -0.520 0.1055
H -0.527 0.909 9.152 0.186 0.058 -0.225 0.0948
C -1.456 -5.647 -10.258 0.669 -0.531 0.045 -0.0555
O -1.964 -4.357 -10.496 -0.310 0.537 0.389 0.0047
C -1.626 -3.411 -9.615 2.956 -0.390 1.894 -0.5827
O -0.746 -3.491 -8.722 -2.392 -0.194 -2.309 0.0588
O -2.312 -2.344 -9.908 -0.028 0.887 0.324 0.0279
C -2.131 -1.136 -9.147 -0.307 0.527 0.823 -0.0238
H -1.684 -5.979 -9.245 -0.159 -0.081 -0.111 0.1001
H -0.372 -5.653 -10.374 0.067 0.020 0.016 0.0912
H -1.884 -6.297 -11.022 -0.119 0.082 0.240 0.0985
H -1.890 -1.173 -8.085 -0.545 -1.404 0.235 0.0933
H -3.121 -0.690 -9.239 0.522 0.579 -0.143 0.1022
H -1.270 -0.516 -9.400 -0.293 -0.047 -1.372 0.0961
C 11.135 -3.738 6.273 0.250 2.293 -0.425 0.0131
O 10.034 -2.889 6.845 2.288 -1.631 -0.316 0.0127
C 8.835 -3.312 6.586 -3.041 -1.515 -0.698 -0.5567
O 8.527 -4.382 5.999 0.522 3.494 1.709 0.0576
O 8.009 -2.326 7.121 0.727 -1.515 -0.407 -0.0412
C 6.575 -2.336 6.930 0.776 0.175 -0.677 -0.0250
H 12.035 -3.244 6.640 -0.125 -0.363 0.652 0.0885
H 11.193 -3.432 5.228 -0.426 -0.634 -0.258 0.0878
H 11.168 -4.819 6.401 -0.774 0.337 0.366 0.0988
H 6.421 -1.691 6.064 -0.386 -0.380 -0.265 0.0901
H 6.102 -1.801 7.754 0.304 -0.447 0.264 0.0929
H 6.215 -3.355 6.789 -0.119 0.206 0.022 0.0928
C 4.553 6.840 2.302 1.930 1.785 0.255 -0.0613
O 4.566 5.943 1.232 -1.314 -1.701 -1.305 -0.0005
C 5.598 5.765 0.396 1.557 1.522 0.419 -0.5506
O 6.680 6.325 0.554 -1.341 -1.289 -0.574 0.0938
O 5.220 4.967 -0.628 -0.138 0.194 0.575 -0.0008
C 6.147 4.302 -1.511 -0.142 -0.494 0.316 -0.0319
H 3.570 7.166 2.643 -0.200 -0.924 -0.395 0.0990
H 5.049 7.759 1.988 0.032 0.223 -0.188 0.0897
H 5.192 6.522 3.126 -0.333 -0.504 0.127 0.0964
H 5.726 3.318 -1.719 -0.236 -0.059 0.458 0.0872
H 7.121 4.142 -1.047 -0.001 0.445 -0.078 0.0922
H 6.200 4.729 -2.512 0.171 0.807 0.390 0.0900
C -3.240 -5.536 -2.219 -1.524 1.205 -0.253 -0.0146
O -4.006 -6.664 -1.784 2.236 -1.683 0.948 -0.0276
C -5.277 -6.864 -2.092 0.217 2.986 -0.239 -0.6457
O -5.900 -6.112 -2.792 -0.264 -0.501 -0.637 0.1325
O -5.830 -7.826 -1.414 -1.604 -1.597 -0.186 0.0309
C -5.205 -8.417 -0.312 1.475 -0.084 1.007 -0.0533
H -2.155 -5.614 -2.288 -0.214 -1.257 0.056 0.0889
H -3.398 -4.765 -1.466 -0.180 0.255 -0.237 0.1033
H -3.667 -5.236 -3.176 0.241 0.339 0.058 0.0935
H -4.959 -7.621 0.391 0.179 -0.182 0.169 0.1030
H -4.295 -8.944 -0.598 0.157 0.208 -0.101 0.0940
H -5.796 -9.165 0.216 -0.726 0.337 -0.581 0.0964
C 1.652 5.807 -6.614 0.408 -1.192 -0.834 -0.0123
O 2.609 6.320 -7.596 -0.537 -0.051 0.818 -0.0151
C 2.270 6.432 -8.893 -4.005 -2.524 0.560 -0.5795
O 1.203 5.961 -9.375 3.453 1.881 0.754 0.0628
O 3.268 7.030 -9.454 1.764 0.734 0.399 0.0096
C 3.274 7.439 -10.792 -2.064 -0.399 -0.842 -0.0340
H 0.883 5.208 -7.100 -0.494 0.906 -0.266 0.0870
H 1.318 6.585 -5.927 -0.069 0.011 -0.458 0.0963
H 2.124 4.999 -6.054 0.717 0.478 0.228 0.0856
H 4.110 8.105 -11.005 -0.024 -0.451 0.239 0.1018
H 2.317 7.935 -10.953 0.127 0.526 -0.258 0.0980
H 3.169 6.548 -11.412 0.720 0.071 -0.329 0.1001
C -1.678 -3.924 5.645 1.871 -0.538 0.843 -0.0116
O -2.120 -5.237 6.009 -0.861 -0.693 -2.084 0.0138
C -2.049 -5.754 7.194 0.526 -2.972 2.681 -0.5496
O -2.345 -6.946 7.470 0.693 4.103 -0.836 0.0675
O -1.499 -4.852 8.070 -0.446 -0.115 -0.889 -0.0445
C -1.399 -5.096 9.456 -0.963 -0.099 0.856 -0.0535
H -2.405 -3.208 6.029 0.604 0.272 -0.419 0.1120
H -1.291 -3.857 4.629 -1.901 -0.364 -0.792 0.0995
H -0.644 -3.889 5.990 -0.214 0.927 1.498 0.0920
H -2.085 -4.454 10.008 -0.234 0.409 -0.350 0.0870
H -0.420 -4.794 9.826 0.172 -0.618 -0.332 0.0947
H -1.763 -6.089 9.722 0.751 -0.285 -0.200 0.0926

***

(2)
86
Properties=species:S:1:pos:R:3:forces:R:3:lowdin_spin:R:1 method="wB97M-V/def2-TZVPD" homo_lumo_gap_ev="5.2 / 5.3" lumo_energy_ev="-9.88 / -9.79" max_force_ev_per_a=4.6 s_squared=12.689 relative_energy_kj_mol=0.0 total_charge=+3 multiplicity=7
Tb 0.862 0.290 -0.469 -2.801 -2.373 2.821 6.1481
P -1.985 -0.641 0.375 -1.273 0.095 0.571 -0.0190
P 0.882 -2.178 0.791 0.156 -0.971 0.821 -0.0213
P -0.841 1.110 -2.524 -1.038 0.872 -1.746 -0.0194
H 4.171 -0.062 -3.118 -0.314 -0.216 0.078 0.0003
C 3.972 0.476 -2.197 -0.920 0.630 0.256 0.0057
C 2.731 0.743 -1.688 3.317 0.557 -1.834 -0.0218
H 1.802 0.529 -2.307 1.501 0.567 -0.164 -0.0047
C -3.191 -1.823 -0.367 0.267 -0.102 -0.359 -0.0034
C -2.257 -1.185 2.121 0.349 0.064 -0.053 -0.0021
C -3.133 0.791 0.437 0.158 0.191 -0.088 -0.0015
C 2.456 -2.728 0.053 0.137 -0.344 -0.035 -0.0011
C 1.268 -2.123 2.592 -0.083 0.288 0.030 -0.0008
C -0.129 -3.712 0.726 -0.116 0.074 -0.406 -0.0035
C 0.088 1.184 -4.112 0.240 -0.195 0.139 0.0012
C -1.332 2.880 -2.351 0.230 0.025 0.283 -0.0013
C -2.410 0.388 -3.143 -0.017 -0.287 0.171 -0.0035
H 4.868 0.910 -1.732 -0.450 -0.332 0.067 0.0003
H 2.814 1.515 -0.872 -0.608 -0.428 -0.653 -0.0022
H -4.093 -1.743 0.262 0.319 -0.110 -0.350 -0.0007
H -2.819 -2.851 -0.344 -0.094 0.164 -0.094 0.0000
H -3.436 -1.544 -1.397 0.016 -0.201 0.203 0.0000
H -3.323 -1.426 2.228 0.321 0.057 0.006 -0.0005
H -2.003 -0.371 2.802 -0.044 -0.209 -0.032 0.0000
H -1.662 -2.067 2.373 -0.196 0.189 0.076 -0.0001
H -4.128 0.388 0.640 0.025 0.230 -0.004 -0.0004
H -3.159 1.354 -0.500 -0.076 -0.049 0.179 -0.0001
H -2.848 1.454 1.257 -0.114 -0.047 -0.192 0.0000
H 3.052 -3.199 0.843 0.103 0.016 -0.321 -0.0001
H 3.023 -1.902 -0.391 0.083 -0.153 0.145 -0.0001
H 2.245 -3.461 -0.736 0.139 0.153 0.117 0.0001
H 1.186 -3.148 2.992 0.157 0.452 -0.094 -0.0002
H 0.567 -1.462 3.123 0.228 -0.312 -0.150 -0.0002
H 2.288 -1.741 2.730 -0.268 -0.093 0.064 0.0000
H 0.368 -4.426 1.402 -0.248 0.154 -0.330 -0.0007
H -0.141 -4.094 -0.308 -0.061 0.111 0.464 0.0000
H -1.169 -3.553 1.054 0.525 -0.115 -0.103 -0.0001
H -0.546 1.670 -4.868 0.246 -0.143 0.196 0.0001
H 0.333 0.165 -4.448 -0.039 0.238 -0.003 0.0000
H 1.018 1.757 -3.989 -0.242 -0.064 -0.177 -0.0001
H -1.483 3.306 -3.352 0.020 -0.120 0.260 -0.0004
H -0.547 3.445 -1.833 -0.205 0.043 -0.236 0.0000
H -2.262 2.979 -1.779 0.205 -0.046 -0.096 0.0000
H -2.723 0.955 -4.032 0.181 -0.144 0.264 -0.0008
H -3.209 0.453 -2.395 0.233 -0.073 -0.223 0.0000
H -2.247 -0.661 -3.424 -0.101 0.248 0.044 0.0000
C -0.189 -3.780 -4.305 0.877 0.458 -0.376 0.0000
C 1.189 -3.954 -4.069 -0.615 -0.031 0.234 0.0000
C 2.133 -3.618 -5.040 -0.230 0.427 -0.429 0.0000
C 1.735 -3.044 -6.256 -0.596 -0.117 0.166 0.0000
C 0.358 -2.893 -6.492 0.044 0.315 -0.571 0.0000
C -0.597 -3.244 -5.543 -0.213 -0.395 0.887 0.0000
Se -1.464 -4.146 -2.877 0.264 0.509 -0.822 -0.0002
H -2.216 -2.948 -3.303 -0.145 -0.294 0.294 0.0000
H 1.503 -4.345 -3.096 0.040 0.003 -0.412 0.0000
H 3.185 -3.773 -4.857 0.097 -0.086 0.122 0.0000
H 2.454 -2.717 -7.022 -0.347 -0.369 0.505 0.0000
H 0.000 -2.492 -7.455 0.315 -0.199 0.567 0.0000
H -1.673 -3.114 -5.720 0.544 -0.061 -0.187 0.0000
C 0.212 2.439 0.657 -0.242 0.972 0.079 -0.0127
P 0.756 1.483 2.134 0.420 0.705 0.985 -0.0174
C 1.833 2.671 2.986 0.884 -0.127 -0.481 -0.0032
C 1.359 3.960 3.295 0.351 -0.335 0.358 -0.0009
C 2.080 4.738 4.203 -0.192 -0.051 -0.407 -0.0003
C 3.276 4.255 4.746 0.137 -0.202 -0.016 0.0002
C 3.781 3.000 4.372 -0.073 0.201 -0.131 -0.0001
C 3.072 2.202 3.463 -0.289 0.480 0.317 0.0000
C -0.622 1.550 3.321 -0.342 -0.067 -0.086 -0.0022
C -0.482 0.744 4.469 0.145 0.036 -0.511 -0.0006
C -1.559 0.580 5.323 0.090 0.093 0.349 0.0001
C -2.746 1.271 5.074 -0.063 -0.157 0.155 -0.0005
C -2.841 2.170 4.018 0.048 0.213 0.130 -0.0002
C -1.762 2.350 3.153 0.110 -0.594 0.255 -0.0009
H 1.060 2.544 -0.078 -0.580 0.526 0.538 -0.0033
H -0.058 3.455 0.975 0.076 -0.186 -0.430 -0.0011
H -0.683 2.002 0.170 0.025 0.248 -0.013 -0.0018
H 0.424 4.337 2.867 0.308 -0.121 0.331 -0.0001
H 1.693 5.725 4.470 0.263 -0.340 -0.038 -0.0001
H 3.827 4.879 5.459 -0.220 -0.341 -0.298 0.0000
H 4.729 2.646 4.783 -0.315 0.154 -0.133 0.0000
H 3.460 1.224 3.152 -0.207 0.385 0.250 0.0000
H 0.486 0.276 4.688 -0.434 -0.028 -0.131 -0.0001
H -1.459 -0.068 6.201 -0.102 0.314 -0.342 0.0000
H -3.591 1.133 5.743 0.102 0.027 -0.125 0.0000
H -3.754 2.749 3.886 0.245 -0.078 0.035 0.0000
H -1.827 3.113 2.385 -0.028 -0.179 -0.135 -0.0001

***

no.,energy (Eh)
1,-3327.588199
2,-5763.414690